Computed, not measured: a cluster of 2 separate species, CH2NO2S in total at a distorted geometry, with ωB97M-V/def2-TZVPD.

The calculation puts the HOMO energy at -3.7 eV. The charge is -1. As for the gap between HOMO and LUMO: 7.6 eV. For the relative energy (zero: lowest compared OMol25 entry of this formula, charge and spin), the calculation gives 12.9 kcal/mol. As for the total energy: -642.76231 a.u. The largest force on an atom comes out at 0.0935 hartree/bohr.

Cartesian coordinates (Å):
C -1.123 -1.321 -0.651
N -1.060 -0.179 -0.315
O -1.055 -2.490 -0.825
O 1.676 0.911 0.746
S -1.042 1.624 0.266
H 0.901 1.354 0.538
H 1.703 0.100 0.241

***

Computed, not measured: a cluster of 2 separate species, CH2NO2S in total, with ωB97M-V/def2-TZVPD.

The calculation puts the HOMO energy at -1.5 eV. The charge is -1. As for the gap between HOMO and LUMO: 4.1 eV. For the relative energy (zero: lowest compared OMol25 entry of this formula, charge and spin), the calculation gives 10.7 kcal/mol. As for the total energy: -642.76583 a.u. The largest force on an atom comes out at 0.0112 hartree/bohr.

Cartesian coordinates (Å):
C -2.406 0.571 0.328
N 1.702 -0.760 -0.061
O -2.216 1.102 -0.689
O -2.638 0.009 1.319
S 3.209 0.053 -0.540
H 1.205 -0.113 0.547
H 1.144 -0.862 -0.905